ORCA calculation (ωB97M-V with the def2-TZVPD basis set) on a molecular structure, C12H19N5O2PdS.

Last column: Löwdin charge in e.
Atoms and positions in Å:
Pd1 0.000 0.000 0.000  0.521
C1 1.804 -4.799 3.275  -0.121
C2 0.580 -3.971 3.626  -0.298
N1 -0.117 -3.555 2.434  -0.089
C3 0.212 -2.398 1.784  -0.850
S1 -1.187 -1.678 1.055  0.474
N2 1.415 -1.891 1.747  0.006
N3 1.500 -0.686 1.077  -0.162
C4 2.631 -0.354 0.559  -0.345
C5 3.907 -1.133 0.729  -0.075
C6 2.614 0.900 -0.237  -0.262
C7 3.757 1.638 -0.516  -0.083
C8 3.617 2.807 -1.262  -0.152
C9 2.352 3.196 -1.696  -0.155
C10 1.268 2.401 -1.362  -0.147
N4 1.372 1.269 -0.644  -0.080
H1 2.295 -5.154 4.187  0.054
H2 2.534 -4.218 2.703  0.055
H3 1.527 -5.672 2.674  0.063
H4 0.860 -3.109 4.243  0.102
H5 -0.097 -4.586 4.230  0.100
H6 -1.130 -3.562 2.487  0.053
H7 3.707 -2.208 0.752  0.054
H8 4.379 -0.840 1.672  0.061
H9 4.602 -0.951 -0.094  0.058
H10 4.730 1.336 -0.153  0.083
H11 4.486 3.414 -1.497  0.072
H12 2.210 4.100 -2.276  0.073
H13 0.257 2.655 -1.667  0.102
N5 -0.573 2.748 3.313  0.018
C11 -1.650 3.106 2.319  -0.283
C12 -1.562 2.194 1.074  -0.692
O1 -2.405 2.391 0.174  -0.059
O2 -0.603 1.368 1.196  -0.324
H14 -0.545 3.293 4.171  -0.014
H15 0.311 2.778 2.783  0.058
H16 -0.675 1.736 3.477  0.071
H17 -1.494 4.154 2.050  0.066
H18 -2.606 2.978 2.833  0.072
H19 -1.219 0.420 -1.096  -0.027

- charge = -2
- E_tot (eV) = -38606.9121
- E_HOMO (alpha / beta) (eV) = 2.68 / 2.68